The following is a quantum chemistry calculation of a 2-piece molecular cluster, CH3NO2S overall, from OMol25.

- electronic energy (a.u.) = -643.07987
- LUMO level (alpha / beta) (eV) = -2.467 / -2.475

Atoms and positions in Å:
1 C 0.3777 -0.1031 -0.7427
2 N -1.3608 -1.0275 0.6071
3 O -0.9330 -0.4134 1.5601
4 O -0.7347 -0.9937 -0.5126
5 S 0.3678 2.1436 1.6910
6 H 0.2938 0.8847 -1.1747
7 H 0.9751 -0.3438 -1.5688
8 H 1.0143 -0.1469 0.1407

Atoms 1-6, force components in eV/Å:
1.27 0.23 1.45
-0.95 0.05 3.59
-0.12 -0.34 -1.92
1.05 1.03 -3.11
-0.01 0.05 0.06
-1.85 0.96 1.19

The following is a quantum chemistry calculation of CH3NO2S as an isolated structure, from OMol25.

- ⟨S²⟩ = 2.02
- spin multiplicity = 3
- electronic energy (a.u.) = -643.10274
- LUMO level (alpha / beta) (eV) = 0.592 / -1.454

Atoms and positions in Å:
1 C 1.0552 -0.8972 -1.4965
2 N 0.9635 0.0004 -0.6046
3 O -1.0904 1.9294 2.2561
4 O 0.3630 0.5063 0.3792
5 S -1.6484 1.0526 1.2540
6 H 0.2053 -1.4525 -1.8547
7 H 2.0321 -1.1179 -2.0741
8 H -1.8803 -0.0212 2.1406

Atoms 1-6, force components in eV/Å:
0.89 0.24 -0.68
0.72 0.24 1.64
1.55 2.74 1.57
2.89 -1.79 -3.51
-3.73 -2.11 0.72
-0.53 -0.27 0.22

Question: Which formula does entry 2 have?
Answer: CH3NO2S

Question: The lowest electronic energy belongs to which entry?
Answer: number 2

Question: Which formula does entry 1 have?
Answer: CH3NO2S